(1)
This record from the OMol25 dataset describes a 9-piece molecular cluster, C4H28N2O9S overall at a distorted geometry. The level of theory is wB97M-V/def2-TZVPD.

Output
- structure (SMILES) = N[C@H](CS)CNCO.O.O.O.O.O.O.O.O
- total charge = 0
- E (Eh) = -1353.8888

Cartesian coordinates (Å):
N1 -0.924 0.442 -3.193
C1 -0.734 -0.305 -1.994
C2 -1.927 -0.841 -1.273
S1 -2.336 -2.290 -2.393
C3 0.199 0.655 -1.094
N2 0.534 0.014 0.202
C4 0.064 0.725 1.502
O1 -1.169 0.072 1.825
H1 -1.888 0.274 -3.417
H2 -0.339 0.109 -4.032
H3 0.039 -1.184 -2.077
H4 -2.767 -0.159 -1.280
H5 -1.582 -1.388 -0.297
H6 -3.124 -3.134 -1.754
H7 0.922 1.027 -1.786
H8 -0.390 1.615 -0.848
H9 0.704 -0.972 0.362
H10 0.756 0.361 2.136
H11 -0.330 1.715 1.157
H12 -1.146 -0.904 1.866
O2 3.472 1.204 1.244
H13 3.345 0.647 0.365
H14 2.497 1.476 1.304
O3 3.591 -1.507 1.359
H15 3.204 -0.539 1.605
H16 4.360 -1.227 0.802
O4 0.304 4.218 1.873
H17 -0.571 4.024 1.723
H18 0.313 5.117 1.496
O5 -2.128 3.453 0.888
H19 -2.659 4.303 0.846
H20 -1.582 3.624 0.101
O6 -1.124 -2.468 2.157
H21 -0.410 -2.880 1.546
H22 -0.512 -2.164 2.965
O7 -2.259 -4.294 0.697
H23 -2.232 -3.609 1.391
H24 -1.333 -4.593 0.551
O8 1.384 3.231 -3.372
H25 1.194 3.174 -2.525
H26 0.664 2.598 -3.671
O9 1.526 -3.348 1.118
H27 2.309 -2.991 1.660
H28 2.085 -3.279 0.263

***

(2)
This record from the OMol25 dataset describes a 10-piece molecular cluster, C4H28NO11 overall at a distorted geometry. The level of theory is wB97M-V/def2-TZVPD.

Output
- total charge = -1
- E (Eh) = -1051.6089

Cartesian coordinates (Å):
C1 -0.271 3.334 -0.524
O1 -1.083 3.351 0.641
C2 0.903 2.346 -0.482
C3 0.307 1.032 0.017
C4 1.347 -0.082 -0.011
O2 1.018 -1.437 0.242
N1 2.030 2.799 0.291
H1 -0.834 2.975 -1.387
H2 0.150 4.346 -0.485
H3 1.155 2.210 -1.560
H4 -0.137 1.201 0.984
H5 -0.439 0.753 -0.733
H6 1.705 -0.081 -1.060
H7 2.277 0.274 0.448
H8 0.076 -1.608 0.237
H9 1.850 2.983 1.258
H10 2.519 3.604 -0.104
H11 -1.435 -0.110 3.750
H12 -1.701 -0.176 2.117
O3 -1.451 -0.732 3.025
H13 -1.563 -2.810 -0.309
H14 -2.829 -3.431 -0.334
O4 -2.294 -2.906 -0.941
H15 2.756 -1.161 3.152
H16 1.499 -0.666 2.712
O5 2.172 -0.427 3.377
H17 -1.269 -0.869 -2.202
H18 -1.164 -2.503 -2.657
O6 -0.783 -1.640 -2.534
H19 -3.627 0.056 -1.657
H20 -2.576 0.074 -0.370
O7 -2.700 0.021 -1.419
H21 -1.471 -2.786 2.591
H22 -0.819 -2.031 1.748
O8 -1.114 -2.996 1.703
H23 -1.396 2.434 0.794
H24 -2.903 1.126 1.246
O9 -2.192 0.550 0.957
H25 3.181 -0.893 -2.377
H26 3.343 0.474 -1.707
O10 3.849 -0.215 -2.147
H27 0.724 -2.111 -2.555
H28 1.469 -2.042 -1.396
O11 1.720 -2.230 -2.338

***

(3)
This record from the OMol25 dataset describes a 10-piece molecular cluster, C4H29N2O10 overall at a distorted geometry. The level of theory is wB97M-V/def2-TZVPD.

Output
- total charge = -1
- E (Eh) = -1031.7498

Cartesian coordinates (Å):
C1 1.902 0.878 -0.801
C2 0.977 0.930 -2.132
C3 0.011 2.170 -2.065
N1 -1.093 2.073 -1.116
N2 1.702 -0.363 -0.101
C4 0.346 -0.496 0.510
O1 0.110 0.051 1.674
H1 2.947 0.985 -1.239
H2 1.634 1.831 -0.181
H3 0.462 -0.004 -2.320
H4 1.573 1.055 -3.062
H5 0.590 3.114 -1.818
H6 -0.461 2.243 -3.086
H7 -1.603 1.258 -1.167
H8 -0.729 2.146 -0.148
H9 2.296 -0.529 0.665
H10 -0.400 -0.079 -0.352
H11 0.171 -1.629 0.494
H12 -1.120 -2.464 2.593
H13 -1.135 -1.078 2.034
O2 -1.631 -1.903 2.109
H14 1.255 -0.445 2.711
H15 2.544 -0.016 3.428
O3 2.182 -0.811 3.033
H16 0.687 1.720 1.688
H17 0.631 3.293 1.815
O4 1.229 2.549 1.732
H18 0.895 -3.883 -1.493
H19 0.893 -3.675 -0.063
O5 0.535 -4.324 -0.717
H20 -1.578 -3.384 -0.495
H21 -2.360 -2.549 0.539
O6 -2.542 -3.026 -0.261
H22 -2.839 0.773 2.157
H23 -1.288 1.064 1.807
O7 -2.231 1.436 1.814
H24 -1.192 -0.975 -1.661
H25 -2.538 -1.339 -1.520
O8 -1.998 -0.717 -1.960
H26 2.218 -2.036 -1.627
H27 1.184 -2.245 -2.869
O9 1.876 -2.599 -2.296
H28 -1.159 3.776 0.490
H29 -1.867 3.318 1.840
O10 -1.085 3.909 1.417

***

(4)
This record from the OMol25 dataset describes a 9-piece molecular cluster, C4H29N2O8S2 overall at a distorted geometry. The level of theory is wB97M-V/def2-TZVPD.

Output
- total charge = +1
- E (Eh) = -1677.3735

Cartesian coordinates (Å):
N1 -0.087 2.316 -1.759
C1 -0.081 1.050 -2.605
C2 0.673 0.039 -1.771
S1 0.770 -1.599 -2.520
S2 -0.443 -2.990 -1.874
C3 0.259 -3.796 -0.396
C4 1.492 -3.141 0.187
N2 1.251 -1.836 0.837
H1 -0.134 3.231 -2.209
H2 0.642 2.283 -1.043
H3 -0.954 2.388 -1.207
H4 0.396 1.391 -3.518
H5 -1.120 0.739 -2.673
H6 0.255 0.066 -0.776
H7 1.659 0.449 -1.545
H8 0.584 -4.802 -0.686
H9 -0.564 -3.986 0.289
H10 1.885 -3.798 0.972
H11 2.346 -3.113 -0.491
H12 0.313 -1.474 0.769
H13 1.501 -1.942 1.810
H14 -0.674 5.426 0.444
H15 -1.015 3.920 0.749
O1 -0.727 4.542 0.072
H16 1.734 0.292 1.025
H17 1.737 1.744 1.094
O2 1.175 1.032 0.743
H18 -2.445 0.554 -0.110
H19 -1.467 1.077 0.819
O3 -2.084 1.422 0.165
H20 -2.940 -1.327 -1.274
H21 -3.898 -0.170 -1.830
O4 -2.992 -0.440 -1.644
H22 3.913 1.012 3.211
H23 4.128 2.318 2.306
O5 3.598 1.891 2.982
H24 -1.970 2.958 3.644
H25 -0.775 3.898 3.423
O6 -1.036 2.972 3.408
H26 -1.036 -0.767 2.361
H27 -2.508 -1.113 2.500
O7 -1.898 -0.621 1.944
H28 0.858 1.154 3.941
H29 -0.056 1.405 2.873
O8 0.257 0.640 3.384

***

(5)
This record from the OMol25 dataset describes a 10-piece molecular cluster, C4H29N2O9S overall at a distorted geometry. The level of theory is wB97M-V/def2-TZVPD.

Output
- total charge = -1
- E (Eh) = -1354.7168

Cartesian coordinates (Å):
C1 0.975 3.030 1.820
N1 -0.201 2.158 1.845
C2 -0.682 1.796 0.473
C3 0.240 0.697 -0.062
S1 -0.045 0.426 -1.856
C4 -2.054 1.126 0.701
N2 -2.977 1.378 -0.429
H1 1.323 3.126 2.840
H2 1.862 2.683 1.278
H3 0.646 3.951 1.349
H4 0.029 1.344 2.401
H5 -0.597 2.648 -0.199
H6 0.286 -0.158 0.615
H7 1.305 0.913 0.108
H8 -2.505 1.612 1.560
H9 -1.903 0.068 0.848
H10 -2.456 1.260 -1.294
H11 -3.345 2.312 -0.417
H12 1.171 -2.192 -0.567
H13 -0.262 -1.690 -0.941
O1 0.241 -2.307 -0.357
H14 -3.511 -1.764 -1.400
H15 -3.499 -0.454 -0.720
O2 -3.679 -1.410 -0.515
H16 -1.961 -2.884 -2.759
H17 -2.291 -3.478 -1.424
O3 -2.702 -3.276 -2.286
H18 -1.144 -2.281 1.025
H19 -2.480 -2.351 0.422
O4 -2.057 -2.501 1.261
H20 2.151 -1.011 2.615
H21 2.698 0.255 1.992
O5 2.287 -0.047 2.806
H22 2.772 -1.303 -2.758
H23 1.282 -1.201 -3.254
O6 2.050 -1.787 -3.140
H24 0.307 -2.172 2.535
H25 0.979 -2.772 1.304
O7 1.152 -2.485 2.220
H26 1.179 2.338 -2.991
H27 1.808 2.397 -1.652
O8 1.953 2.704 -2.548
H28 4.312 0.850 0.385
H29 3.269 0.349 -0.654
O9 4.075 0.105 -0.179

***

(6)
This record from the OMol25 dataset describes a 9-piece molecular cluster, C4H29N3O8 overall at a distorted geometry. The level of theory is wB97M-V/def2-TZVPD.

Output
- total charge = +1
- E (Eh) = -935.6442
- <S²> = 0.75
- spin multiplicity = 2

Cartesian coordinates (Å):
C1 0.562 -1.617 -0.603
C2 -0.746 -0.973 -0.936
C3 -1.946 -1.857 -0.431
N1 -3.976 -0.194 2.195
C4 -3.028 -1.012 1.625
N2 -2.948 -1.097 0.235
N3 1.740 -1.177 -1.481
H1 0.470 -2.696 -0.736
H2 0.950 -1.523 0.402
H3 -0.921 -0.077 -0.362
H4 -0.956 -0.933 -2.002
H5 -2.502 -2.521 -1.107
H6 -1.526 -2.706 0.131
H7 -4.026 -0.163 3.192
H8 -4.604 0.470 1.782
H9 -2.330 -1.561 2.211
H10 -3.517 -0.476 -0.304
H11 1.402 -0.764 -2.351
H12 2.309 -1.982 -1.730
H13 2.297 -0.543 -0.916
H14 -0.787 2.435 -2.195
H15 -1.550 2.348 -0.918
O1 -1.274 1.796 -1.664
H16 -1.048 3.843 1.019
H17 -1.478 5.037 0.404
O2 -1.170 4.162 0.110
H18 -1.973 -1.215 5.071
H19 -2.283 -2.526 4.560
O3 -2.378 -1.602 4.280
H20 2.609 0.984 3.691
H21 3.706 0.072 4.283
O4 2.925 0.075 3.722
H22 4.630 1.781 -1.228
H23 4.936 1.118 -2.561
O5 4.254 1.180 -1.882
H24 1.172 -0.149 -4.791
H25 1.151 -1.557 -5.596
O6 1.313 -1.094 -4.773
H26 3.394 -3.370 0.986
H27 3.499 -1.858 1.133
O7 2.895 -2.556 0.850
H28 0.442 4.734 -1.244
H29 1.700 3.839 -1.701
O8 1.203 4.222 -0.977

***

Relative energy (zero: lowest compared OMol25 entry of this formula, charge and spin) (computed, eV): 3.3835, 1.0262, 2.5231, 1.6719, 0.9952, 0.0000